15
Properties=species:S:1:pos:R:3 method="wB97M-V/def2-TZVPD" e_above_lowest_ev=4.138 total_charge=+1 homo_ev=-13.40 max_force_ev_per_a=1.24 smiles="C=C=NC=C=[N+]=CC" e_lumo_ha=-0.214
N -0.722 0.827 -2.064
N -0.707 -0.788 0.196
C -1.708 -0.053 -1.850
C -1.422 -0.802 -0.777
C 0.141 -0.612 1.106
C -0.109 -0.900 2.530
C 1.631 1.416 -1.518
C 0.406 1.021 -1.628
H 0.573 -1.671 2.893
H -1.135 -1.214 2.697
H 1.126 -0.279 0.810
H 2.267 1.447 -2.392
H -2.544 -0.112 -2.520
H 0.110 -0.001 3.111
H 2.092 1.721 -0.594

=====

17
Properties=species:S:1:pos:R:3 method="wB97M-V/def2-TZVPD" e_above_lowest_ev=7.004 total_charge=+1 homo_ev=-12.85 max_force_ev_per_a=7.08 e_lumo_ha=-0.201
O -1.769 -1.061 0.028
O -3.124 -1.426 -0.338
N -0.429 2.130 -0.960
N -0.981 3.089 -1.192
C 0.727 -0.245 1.362
C 1.398 0.663 -1.204
C -0.136 0.654 0.786
C 0.244 1.114 -0.515
C 2.145 -0.291 -0.527
C 1.834 -0.756 0.708
H 1.610 1.192 -2.129
H 3.079 -0.715 -0.901
H -3.665 -0.975 0.324
H -3.055 -2.432 -0.323
H -1.025 1.005 1.221
H 0.599 -0.707 2.330
H 2.548 -1.237 1.329

=====

Copy entry 1 word for word.
15
Properties=species:S:1:pos:R:3 method="wB97M-V/def2-TZVPD" e_above_lowest_ev=4.138 total_charge=+1 homo_ev=-13.40 max_force_ev_per_a=1.24 smiles="C=C=NC=C=[N+]=CC" e_lumo_ha=-0.214
N -0.722 0.827 -2.064
N -0.707 -0.788 0.196
C -1.708 -0.053 -1.850
C -1.422 -0.802 -0.777
C 0.141 -0.612 1.106
C -0.109 -0.900 2.530
C 1.631 1.416 -1.518
C 0.406 1.021 -1.628
H 0.573 -1.671 2.893
H -1.135 -1.214 2.697
H 1.126 -0.279 0.810
H 2.267 1.447 -2.392
H -2.544 -0.112 -2.520
H 0.110 -0.001 3.111
H 2.092 1.721 -0.594